1.
C42H94N4O7 | ωB97M-V/def2-TZVPD

For the gap between HOMO and LUMO, the calculation gives 8.43 eV. The calculation puts the calculated total energy at -65364.73838 eV. Its spin multiplicity is 1. As for the SMILES: CC1(C)CCCC(C)(C)N1O.CC1(C)CCCC(C)(C)N1O.CC1(C)CCCC(C)(C)N1O.CC1(C)CCCC(C)(C)N1O.CCO.CCO.CCO. Its charge is 0. The value obtained for the energy relative to the best compared isomer or geometry (same formula, charge and spin) is 405.7 kJ/mol.

Geometry (Å):
C 2.761 -3.739 -3.722
C 1.495 -3.559 -2.886
C 1.200 -2.047 -2.783
C 0.345 -4.308 -3.612
C -0.842 -4.576 -2.694
C -0.355 -5.429 -1.546
C 0.728 -4.736 -0.718
C 0.031 -3.610 0.132
C 1.320 -5.678 0.339
N 1.733 -4.169 -1.583
O 2.827 -3.605 -0.884
H 2.598 -3.429 -4.759
H 3.598 -3.140 -3.365
H 3.065 -4.788 -3.761
H 2.129 -1.484 -2.687
H 0.593 -1.676 -3.607
H 0.672 -1.892 -1.839
H 0.034 -3.850 -4.557
H 0.718 -5.243 -4.051
H -1.193 -3.626 -2.287
H -1.620 -5.083 -3.265
H 0.066 -6.388 -1.878
H -1.107 -5.785 -0.836
H 0.805 -2.934 0.499
H -0.474 -4.127 0.948
H -0.671 -2.991 -0.426
H 2.120 -6.357 0.026
H 0.577 -6.289 0.851
H 1.818 -5.048 1.081
H 3.469 -4.323 -0.933
C 1.376 2.121 -3.165
C 1.430 2.280 -1.649
C 1.329 3.776 -1.289
C 0.236 1.528 -1.054
C 0.290 1.277 0.450
C 1.517 0.397 0.650
C 2.809 0.972 0.096
C 3.443 1.972 1.123
C 3.860 -0.147 -0.121
N 2.667 1.603 -1.216
O 3.840 2.194 -1.683
H 1.467 1.067 -3.435
H 0.446 2.516 -3.581
H 2.196 2.662 -3.640
H 2.134 4.459 -1.556
H 0.378 4.253 -1.532
H 1.321 3.790 -0.190
H -0.672 2.079 -1.313
H 0.235 0.541 -1.527
H 0.296 2.223 0.993
H -0.642 0.762 0.693
H 1.301 -0.623 0.314
H 1.605 0.204 1.727
H 2.794 2.712 1.596
H 4.245 2.546 0.661
H 3.884 1.392 1.937
H 4.832 0.298 -0.322
H 3.533 -0.789 -0.940
H 3.976 -0.785 0.759
H 4.213 1.635 -2.375
C -7.424 -0.335 1.384
C -6.016 -0.213 0.814
C -5.767 1.219 0.290
C -5.012 -0.484 1.915
C -3.582 -0.745 1.423
C -3.495 -1.801 0.302
C -4.496 -1.529 -0.834
C -3.984 -0.357 -1.706
C -4.677 -2.767 -1.717
N -5.828 -1.177 -0.278
O -6.829 -1.058 -1.270
H -8.169 -0.139 0.610
H -7.586 -1.367 1.707
H -7.678 0.293 2.238
H -6.463 1.467 -0.513
H -6.056 1.913 1.090
H -4.735 1.414 0.027
H -4.832 0.392 2.544
H -5.333 -1.315 2.545
H -2.971 0.106 1.106
H -2.992 -1.057 2.290
H -3.434 -2.805 0.721
H -2.543 -1.631 -0.214
H -3.381 -0.768 -2.526
H -3.246 0.232 -1.162
H -4.807 0.196 -2.144
H -3.718 -3.225 -1.959
H -5.234 -2.460 -2.605
H -5.295 -3.574 -1.312
H -7.224 -1.936 -1.260
C -0.732 2.471 5.901
C -1.544 1.960 4.708
C -1.461 2.880 3.487
C -1.027 0.611 4.185
C -1.196 -0.547 5.137
C -2.682 -0.691 5.461
C -3.320 0.622 5.974
C -4.863 0.505 5.913
C -2.902 0.734 7.458
N -2.963 1.723 5.061
O -3.621 2.920 5.357
H 0.124 3.048 5.545
H -1.315 3.033 6.628
H -0.277 1.653 6.462
H -0.456 2.971 3.081
H -2.160 2.789 2.652
H -1.768 3.877 3.834
H -1.600 0.352 3.291
H 0.029 0.667 3.901
H -0.639 -1.427 4.812
H -0.723 -0.351 6.108
H -2.766 -1.496 6.191
H -3.259 -0.945 4.565
H -5.403 1.431 6.114
H -5.246 -0.186 6.660
H -5.033 0.324 4.848
H -3.102 1.701 7.933
H -1.827 0.631 7.622
H -3.378 -0.008 8.100
H -4.324 3.021 4.706
C 5.078 5.603 -0.322
C 5.990 5.721 -1.527
O 6.652 6.993 -1.564
H 5.606 6.014 0.540
H 5.012 4.535 -0.102
H 4.063 5.975 -0.427
H 5.492 5.593 -2.492
H 6.737 4.924 -1.481
H 7.376 6.967 -2.192
C 8.392 0.775 -1.575
C 7.400 -0.309 -1.905
O 7.005 -0.880 -0.645
H 8.735 1.279 -2.479
H 9.268 0.305 -1.116
H 8.016 1.434 -0.796
H 7.730 -1.105 -2.580
H 6.453 0.121 -2.274
H 6.226 -1.427 -0.779
C 2.165 0.831 -7.383
C 0.862 1.400 -6.798
O 0.017 1.859 -7.849
H 2.549 1.345 -8.264
H 2.031 -0.211 -7.669
H 2.939 0.929 -6.615
H 1.039 2.240 -6.124
H 0.368 0.586 -6.270
H 0.264 2.742 -8.125

---

2.
C42H95F9O36S10 | ωB97M-V/def2-TZVPD

For the gap between HOMO and LUMO, the calculation gives 10.60 eV. The calculation puts the calculated total energy at -251601.14953 eV. Its spin multiplicity is 1. Its charge is 0. The value obtained for the energy relative to the best compared isomer or geometry (same formula, charge and spin) is 364.1 kJ/mol.

Geometry (Å):
O 2.013 -4.912 -7.678
S 1.478 -4.617 -8.995
O 0.988 -3.291 -9.462
O 2.680 -5.234 -10.034
C 2.779 -4.824 -11.358
C 3.585 -3.534 -11.330
C 0.117 -5.710 -9.291
H 1.812 -4.595 -11.804
H 3.211 -5.612 -11.974
H 4.512 -3.710 -10.784
H 3.053 -2.729 -10.821
H 3.848 -3.191 -12.330
H -0.696 -5.483 -8.602
H 0.500 -6.721 -9.157
H -0.372 -5.615 -10.261
O -9.327 -2.276 3.170
S -8.933 -3.593 2.855
O -9.077 -4.665 3.789
O -9.674 -4.056 1.405
C -11.136 -3.915 1.383
C -11.591 -4.857 0.235
C -7.230 -3.534 2.120
H -11.396 -2.877 1.177
H -11.641 -4.411 2.212
H -11.508 -5.902 0.534
H -11.168 -4.777 -0.766
H -12.630 -4.568 0.077
H -6.907 -4.496 1.721
H -6.592 -3.089 2.884
H -7.411 -2.843 1.296
O -3.314 2.050 8.454
S -1.912 2.221 8.850
O -1.384 1.897 10.176
O -0.967 1.554 7.702
C 0.137 0.720 8.042
C 0.761 0.099 6.839
C -1.381 3.956 8.523
H -0.309 -0.020 8.707
H 0.935 1.267 8.545
H 0.503 -0.941 6.635
H 1.844 -0.014 6.896
H 0.680 0.657 5.907
H -1.777 4.238 7.547
H -0.300 3.990 8.659
H -1.944 4.454 9.312
O -6.066 4.049 3.027
S -7.417 4.215 3.426
O -7.837 5.510 3.992
O -8.479 3.590 2.342
C -9.827 4.190 2.374
C -10.452 4.243 0.974
C -7.640 2.922 4.693
H -9.810 5.213 2.750
H -10.432 3.639 3.094
H -10.571 3.264 0.510
H -9.853 4.832 0.279
H -11.426 4.727 1.038
H -8.682 2.909 5.014
H -7.001 3.265 5.506
H -7.300 2.018 4.187
O 8.353 -6.146 -0.781
S 8.556 -6.119 -2.255
O 9.212 -7.235 -2.926
O 7.029 -6.008 -2.927
C 6.165 -5.029 -2.481
C 4.750 -5.532 -2.186
C 9.184 -4.411 -2.800
H 6.040 -4.250 -3.233
H 6.508 -4.726 -1.492
H 4.668 -6.324 -1.442
H 4.324 -5.693 -3.176
H 4.198 -4.645 -1.875
H 8.761 -3.597 -2.212
H 8.831 -4.257 -3.820
H 10.264 -4.457 -2.658
O -0.205 10.389 -0.769
S 0.431 9.210 -1.314
O 1.898 8.954 -1.119
O -0.475 7.824 -0.965
C -1.830 7.996 -0.777
C -2.426 6.667 -1.397
C 0.090 9.369 -3.168
H -2.268 8.814 -1.350
H -2.276 8.148 0.206
H -1.830 5.793 -1.133
H -2.510 6.706 -2.483
H -3.452 6.557 -1.046
H -0.303 8.457 -3.618
H 0.838 9.859 -3.792
H -0.770 10.036 -3.216
O 7.678 -0.421 -0.257
S 7.528 -0.707 1.153
O 7.062 -2.026 1.595
O 8.861 -0.270 2.013
C 9.512 0.965 1.876
C 10.948 1.079 2.275
C 6.250 0.543 1.881
H 9.011 1.528 2.663
H 9.243 1.521 0.978
H 11.615 0.410 1.731
H 11.268 0.947 3.309
H 11.397 2.054 2.082
H 6.115 0.475 2.960
H 5.271 0.273 1.487
H 6.712 1.491 1.605
O -4.226 -3.587 -2.432
S -4.582 -4.883 -3.052
O -3.526 -5.927 -3.266
O -5.880 -5.480 -2.166
C -5.922 -6.908 -2.053
C -7.341 -7.215 -1.630
C -5.493 -4.612 -4.681
H -5.167 -7.165 -1.311
H -5.725 -7.573 -2.894
H -8.134 -7.163 -2.377
H -7.506 -6.656 -0.709
H -7.348 -8.240 -1.259
H -4.742 -4.219 -5.366
H -6.140 -3.757 -4.480
H -6.156 -5.438 -4.934
O 5.326 2.795 5.861
S 5.013 4.136 5.462
O 4.910 4.506 4.063
O 3.461 4.402 6.095
C 2.686 5.472 5.578
C 1.799 4.872 4.508
C 6.089 5.396 6.340
H 3.363 6.254 5.234
H 2.159 5.976 6.389
H 1.388 5.713 3.949
H 0.929 4.353 4.911
H 2.390 4.141 3.956
H 5.416 6.186 6.675
H 6.759 5.639 5.516
H 6.649 4.877 7.118
O -3.802 -3.524 5.989
S -4.527 -3.448 7.226
O -3.837 -2.897 8.409
O -5.977 -2.661 7.040
C -6.638 -2.277 8.250
C -8.086 -2.362 7.895
C -5.269 -5.127 7.523
H -6.449 -1.283 8.655
H -6.440 -3.011 9.031
H -8.670 -2.040 8.757
H -8.272 -3.373 7.533
H -8.218 -1.623 7.105
H -5.847 -5.219 8.443
H -4.531 -5.921 7.636
H -6.022 -5.307 6.756
C 3.627 4.423 -1.323
C 4.291 3.614 -2.463
O 3.817 4.226 -3.681
C 4.563 5.104 -4.419
O 5.688 5.537 -4.214
C 3.817 5.553 -5.756
F 3.626 6.915 -5.908
F 4.472 5.105 -6.761
F 2.615 4.925 -5.939
H 4.160 4.220 -0.394
H 2.552 4.249 -1.279
H 3.879 5.472 -1.481
H 3.811 2.637 -2.405
H 5.368 3.473 -2.371
C -2.170 -0.062 0.927
C -0.998 0.661 0.294
O -0.486 0.155 -0.910
C 0.326 -0.993 -1.070
O 0.760 -1.633 -0.161
C 0.522 -1.383 -2.558
F 0.133 -2.583 -2.978
F 0.093 -0.388 -3.413
F 1.794 -1.357 -2.699
H -2.800 0.631 1.485
H -1.871 -0.849 1.620
H -2.872 -0.408 0.168
H -0.228 0.921 1.020
H -1.405 1.644 0.060
C 5.926 -0.389 -6.259
C 6.867 0.309 -7.249
O 8.212 0.115 -6.773
C 9.095 -0.572 -7.599
O 8.831 -1.050 -8.686
C 10.526 -0.643 -7.037
F 11.085 -1.838 -7.323
F 11.327 0.277 -7.556
F 10.553 -0.429 -5.693
H 6.006 0.082 -5.280
H 6.195 -1.443 -6.194
H 4.929 -0.491 -6.688
H 6.594 1.332 -7.507
H 6.613 -0.175 -8.192

---

3.
C42H96AsF6N4O6Sn | ωB97M-V/def2-TZVPD

For the gap between HOMO and LUMO, the calculation gives 1.14 eV. The calculation puts the calculated total energy at -146317.74568 eV. Its spin multiplicity is 1. Its charge is +1.

Geometry (Å):
Sn 8.017 -17.801 -26.373
As 5.381 -12.159 -25.872
F 5.248 -12.436 -24.089
F 6.260 -13.733 -26.094
F 5.391 -11.894 -27.647
F 4.608 -10.539 -25.635
F 6.972 -11.343 -25.702
F 3.841 -12.995 -26.077
C -0.092 -7.682 -31.236
C -0.150 -9.135 -30.642
N -1.404 -9.874 -30.922
C -1.244 -11.346 -30.662
C -0.669 -11.804 -29.286
C -2.531 -9.376 -30.068
C -3.900 -9.823 -30.673
H -0.913 -7.092 -30.828
H -0.140 -7.556 -32.318
H 0.807 -7.169 -30.896
H 0.661 -9.669 -31.139
H 0.101 -9.221 -29.585
H -2.207 -11.854 -30.728
H -0.558 -11.805 -31.374
H 0.415 -11.716 -29.364
H -1.113 -11.238 -28.467
H -0.856 -12.872 -29.181
H -2.534 -8.286 -30.107
H -2.459 -9.698 -29.029
H -4.705 -9.165 -30.344
H -4.084 -10.873 -30.448
H -3.808 -9.590 -31.735
C 4.485 -6.306 -22.584
C 5.349 -7.319 -21.816
N 5.999 -6.845 -20.573
C 6.877 -7.869 -19.925
C 6.199 -9.182 -19.496
C 4.965 -6.374 -19.652
C 5.346 -5.863 -18.301
H 3.554 -6.006 -22.104
H 4.202 -6.680 -23.568
H 5.087 -5.409 -22.727
H 4.752 -8.181 -21.518
H 6.159 -7.686 -22.445
H 7.597 -8.154 -20.692
H 7.460 -7.423 -19.120
H 6.917 -9.869 -19.049
H 5.474 -9.044 -18.693
H 5.765 -9.748 -20.321
H 4.225 -7.166 -19.535
H 4.479 -5.513 -20.110
H 4.454 -5.460 -17.823
H 6.085 -5.062 -18.327
H 5.631 -6.655 -17.609
C 3.076 -17.846 -25.891
C 3.391 -18.879 -24.778
N 4.479 -18.422 -23.863
C 4.068 -17.182 -23.170
C 2.893 -17.344 -22.184
C 4.839 -19.504 -22.993
C 5.907 -19.164 -21.914
H 2.622 -16.946 -25.475
H 2.346 -18.257 -26.588
H 3.888 -17.526 -26.543
H 2.494 -19.159 -24.226
H 3.746 -19.819 -25.201
H 4.880 -16.783 -22.562
H 3.845 -16.372 -23.864
H 3.160 -18.042 -21.391
H 2.464 -16.446 -21.739
H 2.097 -17.832 -22.747
H 5.245 -20.269 -23.654
H 3.983 -19.977 -22.512
H 6.115 -20.132 -21.458
H 5.673 -18.505 -21.078
H 6.834 -18.763 -22.325
C -0.002 -10.117 -23.744
C 0.214 -10.293 -22.257
N -1.008 -9.869 -21.559
C -1.370 -8.453 -21.637
C -0.339 -7.453 -20.921
C -0.990 -10.225 -20.157
C -1.446 -11.703 -20.104
H -0.829 -10.695 -24.157
H 0.899 -10.540 -24.188
H -0.086 -9.064 -24.015
H 0.572 -11.279 -21.957
H 1.072 -9.665 -22.017
H -2.391 -8.324 -21.278
H -1.441 -8.208 -22.696
H -0.504 -7.394 -19.845
H -0.410 -6.462 -21.370
H 0.690 -7.718 -21.165
H 0.033 -10.152 -19.788
H -1.715 -9.651 -19.581
H -1.352 -12.041 -19.072
H -2.511 -11.705 -20.338
H -0.874 -12.340 -20.779
C 6.568 -8.050 -29.524
C 6.116 -8.117 -30.965
O 6.145 -7.126 -31.639
C 5.774 -9.466 -31.486
H 6.565 -6.978 -29.325
H 7.608 -8.349 -29.390
H 5.896 -8.496 -28.791
H 4.708 -9.635 -31.333
H 6.354 -10.330 -31.161
H 5.799 -9.471 -32.576
C 11.377 -12.547 -26.551
C 10.476 -13.022 -27.675
O 10.378 -14.227 -27.966
C 9.930 -11.947 -28.661
H 11.016 -11.630 -26.084
H 12.331 -12.211 -26.956
H 11.518 -13.303 -25.778
H 9.796 -12.472 -29.606
H 10.507 -11.047 -28.875
H 8.979 -11.519 -28.343
C 11.454 -5.762 -23.076
C 11.297 -7.291 -23.246
O 11.938 -8.132 -22.593
C 10.367 -7.709 -24.306
H 12.025 -5.376 -23.920
H 11.814 -5.513 -22.078
H 10.472 -5.295 -22.995
H 10.920 -7.858 -25.233
H 9.450 -7.130 -24.415
H 9.953 -8.661 -23.975
C 9.721 -13.541 -21.500
C 9.929 -15.090 -21.688
O 9.190 -15.653 -22.465
C 11.128 -15.713 -21.052
H 10.489 -12.986 -22.039
H 9.786 -13.277 -20.444
H 8.746 -13.279 -21.912
H 11.400 -16.708 -21.404
H 10.902 -15.740 -19.986
H 12.011 -15.084 -21.167
C 5.622 -14.267 -18.771
C 4.294 -14.538 -18.147
O 3.974 -15.668 -17.804
C 3.413 -13.283 -17.996
H 5.557 -13.752 -19.729
H 6.147 -15.220 -18.838
H 6.123 -13.657 -18.019
H 3.265 -12.845 -18.984
H 3.975 -12.615 -17.343
H 2.453 -13.577 -17.572
C 4.204 -14.503 -31.116
C 5.619 -15.032 -31.102
O 6.134 -15.419 -30.080
C 6.395 -15.018 -32.446
H 4.157 -13.548 -31.641
H 3.956 -14.331 -30.069
H 3.491 -15.170 -31.600
H 7.426 -15.160 -32.124
H 6.311 -14.081 -32.997
H 6.162 -15.843 -33.119

---

no.,maximum force (eV Å⁻¹)
1,2.4
2,4.4
3,2.7